No. 1
C20H56BN2O10S8 | the ωB97M-V functional and the def2-TZVPD basis

CARTESIAN COORDINATES (ANGSTROEM)
O 4.1720 1.3870 3.7701
B 3.9040 2.7854 4.1752
O 4.8167 3.4187 5.1662
C 2.6475 3.5879 3.4777
C 1.1816 2.8772 3.6620
C -0.2888 3.6448 3.4663
N -1.2344 2.4846 3.7358
C -0.5077 1.1867 4.0318
N 0.9921 1.3926 4.0185
H 3.5008 1.1399 3.0404
H 4.2711 4.1373 5.6101
H 2.6081 4.6971 3.8575
H 2.8798 3.6089 2.3070
H -0.5210 4.7633 3.2023
H -2.2786 2.5526 3.6906
H -0.9006 0.1001 4.2519
H 1.7065 0.6544 4.2151
C -5.6394 -0.0344 3.3067
S -5.4594 1.6388 2.6423
O -4.2333 2.2405 3.2623
C -6.8962 2.3311 3.4961
H -4.8150 -0.6470 2.9338
H -5.6059 -0.0086 4.3986
H -6.5871 -0.4607 2.9701
H -6.7839 2.2092 4.5760
H -7.8023 1.8263 3.1534
H -6.9632 3.3951 3.2569
C -6.1669 -0.7251 -1.9470
S -4.8452 -0.7488 -0.7117
O -5.3567 -0.0438 0.5094
C -3.7555 0.4002 -1.5866
H -6.9866 -1.3538 -1.5909
H -6.5289 0.2963 -2.0876
H -5.7905 -1.1235 -2.8919
H -4.2683 1.3511 -1.7494
H -3.4591 -0.0353 -2.5435
H -2.8656 0.5687 -0.9755
C 2.2331 4.1803 -1.7524
S 3.5548 4.1567 -0.5171
O 3.0433 4.8616 0.7040
C 4.6445 5.3056 -1.3920
H 1.4134 3.5516 -1.3963
H 1.8711 5.2017 -1.8930
H 2.6095 3.7819 -2.6973
H 4.1317 6.2565 -1.5548
H 4.9409 4.8701 -2.3490
H 5.5344 5.4741 -0.7809
C -1.3326 -1.6542 -5.4860
S -2.9391 -2.4620 -5.2857
O -3.7635 -1.6054 -4.3712
C -2.3229 -3.8583 -4.3144
H -1.4782 -0.7235 -6.0397
H -0.9026 -1.4294 -4.5070
H -0.6629 -2.3084 -6.0490
H -1.8313 -3.4955 -3.4087
H -1.6201 -4.4393 -4.9161
H -3.1702 -4.4903 -4.0381
C 0.3017 -0.4647 8.2927
S 0.5911 -0.8028 6.5391
O -0.5444 -1.6522 6.0504
C 2.0137 -1.8909 6.7940
H -0.5784 0.1766 8.3824
H 0.1244 -1.3998 8.8294
H 1.1685 0.0507 8.7129
H 1.7290 -2.7369 7.4241
H 2.8236 -1.3284 7.2640
H 2.3475 -2.2601 5.8214
C 2.5674 -3.9548 -7.8170
S 0.9609 -4.7626 -7.6167
O 0.1365 -3.9061 -6.7021
C 1.5771 -6.1589 -6.6454
H 2.4218 -3.0242 -8.3706
H 2.9974 -3.7300 -6.8379
H 3.2371 -4.6090 -8.3800
H 2.0687 -5.7962 -5.7396
H 2.2799 -6.7399 -7.2470
H 0.7298 -6.7909 -6.3691
C 2.5331 -5.1609 2.9574
S 3.8548 -5.1845 4.1927
O 3.3433 -4.4795 5.4138
C 4.9445 -4.0355 3.3179
H 1.7134 -5.7895 3.3135
H 2.1711 -4.1395 2.8168
H 2.9095 -5.5592 2.0125
H 4.4317 -3.0846 3.1550
H 5.2409 -4.4710 2.3609
H 5.8344 -3.8670 3.9289
C 0.8115 3.0059 -7.0835
S 1.3584 3.0714 -5.3602
O 1.6904 1.6706 -4.9391
C -0.2630 3.4774 -4.6681
H 1.6634 2.7268 -7.7082
H 0.0202 2.2608 -7.1966
H 0.4471 3.9896 -7.3884
H -0.9867 2.7027 -4.9320
H -0.5919 4.4454 -5.0531
H -0.1727 3.5332 -3.5807

Calculated values
LUMO energy = -2.7 eV
2S+1 = 1
HOMO level = -10.21 eV
orbital gap = 7.533 eV
charge = +1
F_max = 0.1526 hartree/bohr

Löwdin population analysis, charges in e, atoms 1 to 2: atom 1 (O): 0.043, atom 2 (B): -0.427

***

No. 2
C20H56NO6S6 | the ωB97M-V functional and the def2-TZVPD basis

CARTESIAN COORDINATES (ANGSTROEM)
C 2.4614 -3.7175 2.4727
C 2.4322 -2.6633 1.3295
C 2.2134 -1.1903 1.7899
C 0.7250 -0.7683 1.9628
C -0.1371 -1.7320 2.8318
C -1.5950 -1.1307 2.9106
C -2.5108 -1.6542 1.7624
C -3.1905 -3.0176 2.1233
N -4.5295 -3.1159 1.3996
H 2.5897 -4.7125 1.9940
H 1.5325 -3.7821 3.0689
H 3.2929 -3.5690 3.1873
H 3.4370 -2.6947 0.8565
H 1.7255 -2.9578 0.5242
H 2.6203 -0.5463 0.9795
H 2.8071 -0.9177 2.6880
H 0.1888 -0.6101 1.0069
H 0.7318 0.2062 2.4989
H -0.2007 -2.7646 2.4426
H 0.2361 -1.7599 3.8736
H -1.4769 -0.0312 2.8443
H -2.0641 -1.3551 3.8881
H -1.9733 -1.7867 0.8053
H -3.3357 -0.9275 1.5657
H -3.4194 -3.1203 3.1973
H -2.5264 -3.8342 1.7937
H -5.2360 -2.6738 2.0046
H -4.4330 -2.5014 0.5854
H -4.7767 -4.0699 1.1418
C 1.2657 4.4423 -0.2393
S 0.9298 3.1086 0.9209
O 1.3244 1.8274 0.2545
C -0.8668 3.2309 0.8312
H 2.3448 4.5167 -0.3651
H 0.7995 4.2261 -1.2022
H 0.8816 5.3806 0.1617
H -1.1972 3.0911 -0.1994
H -1.1821 4.2078 1.1976
H -1.2973 2.4523 1.4607
C -1.9880 0.7681 -4.7671
S -1.8807 1.6701 -3.2128
O -1.5953 3.0978 -3.5451
C -0.3340 0.9267 -2.6626
H -2.8743 1.1092 -5.3018
H -1.1016 0.9634 -5.3716
H -2.0769 -0.2997 -4.5636
H 0.4500 1.1102 -3.3980
H -0.4760 -0.1462 -2.5247
H -0.0510 1.3790 -1.7115
C -6.6237 -3.6435 6.5108
S -6.1619 -3.3668 4.7934
O -7.4082 -3.4164 3.9753
C -5.3150 -4.9477 4.5790
H -7.2061 -2.7885 6.8493
H -7.2253 -4.5491 6.5879
H -5.7233 -3.7336 7.1192
H -6.0030 -5.7672 4.7862
H -4.4583 -4.9957 5.2524
H -4.9682 -5.0190 3.5484
C 6.1345 -0.3941 3.1622
S 5.9487 -0.8443 1.4268
O 5.9397 -2.3342 1.3508
C 7.5866 -0.2884 0.9186
H 5.2299 -0.6905 3.6910
H 6.9931 -0.9133 3.5891
H 6.2662 0.6854 3.2451
H 8.3503 -0.8146 1.4917
H 7.6701 0.7875 1.0772
H 7.7094 -0.5097 -0.1406
C 5.8737 3.2520 -3.0427
S 4.4916 3.4685 -1.9063
O 4.7443 4.7153 -1.1255
C 4.8995 2.0740 -0.8406
H 5.8372 4.0509 -3.7814
H 6.8149 3.3049 -2.4947
H 5.7822 2.2885 -3.5451
H 5.9025 2.1988 -0.4296
H 4.8398 1.1492 -1.4155
H 4.1739 2.0414 -0.0283
C -3.3792 3.3044 -9.3523
S -3.0496 2.7931 -7.6561
O -3.8496 1.5579 -7.3974
C -3.9144 4.1672 -6.8753
H -2.9558 2.5584 -10.0228
H -4.4551 3.3726 -9.5157
H -2.9069 4.2693 -9.5378
H -4.9562 4.1792 -7.1976
H -3.4248 5.1032 -7.1445
H -3.8672 4.0312 -5.7955

Calculated values
LUMO energy = -3.2 eV
2S+1 = 1
HOMO level = -10.37 eV
orbital gap = 7.199 eV
charge = +1
F_max = 0.0250 hartree/bohr

Löwdin population analysis, charges in e, atoms 1 to 2: atom 1 (C): -0.112, atom 2 (C): -0.248

***

No. 3
C20H57N4O10 | the ωB97M-V functional and the def2-TZVPD basis

CARTESIAN COORDINATES (ANGSTROEM)
N 0.3429 -1.3080 1.5670
O -0.5940 -0.5553 1.8060
O 0.9945 -1.1220 0.5501
O 0.5483 -2.3262 2.2833
C 0.7257 2.7400 1.6965
C 2.0398 3.3367 1.1556
C 3.1760 2.8192 2.0347
O 4.4531 3.4499 1.8211
C 5.5792 2.7820 2.3679
N 2.1744 3.0232 -0.3253
H 0.8961 1.6661 1.8389
H -0.0456 2.8718 0.9627
H 0.3890 3.2279 2.5737
H 2.0042 4.4265 1.1994
H 3.2700 1.7471 1.8840
H 2.8571 3.0330 3.0289
H 5.6291 2.7352 3.4456
H 6.4391 3.3380 2.0186
H 5.6808 1.8023 1.8966
H 1.8815 2.0618 -0.3743
H 3.1258 3.0515 -0.6022
C -1.0145 0.9076 -3.4796
C -0.2156 -0.3704 -3.8858
C -0.1911 -0.8761 -5.3466
O -1.5023 -1.2941 -5.7969
C -1.5388 -1.7955 -7.1240
N 1.2177 -0.1634 -3.4913
H -1.9665 0.9197 -4.0868
H -0.4454 1.8324 -3.6987
H -1.3484 0.8376 -2.4430
H -0.6940 -1.2528 -3.4222
H 0.4822 -1.7155 -5.2815
H 0.2171 -0.0748 -6.0008
H -2.2965 -2.5640 -7.2073
H -0.5905 -2.2827 -7.3442
H -1.6929 -1.0338 -7.9369
H 1.2459 0.1392 -2.5080
H 1.5975 -1.0785 -3.4272
C -5.0068 2.4263 2.4167
C -3.8659 1.8784 1.5747
C -3.4226 2.8187 0.4513
O -4.5420 3.0669 -0.4574
C -4.6614 2.1763 -1.5414
N -2.7192 1.4933 2.3733
H -5.4056 1.6248 3.0484
H -5.8883 2.7029 1.7586
H -4.5968 3.2101 3.0149
H -4.3147 1.1057 0.9524
H -2.6302 2.2706 -0.1031
H -3.0034 3.8072 0.7894
H -5.1669 1.2240 -1.3224
H -3.7210 1.9106 -2.0374
H -5.2864 2.7755 -2.2217
H -1.9715 1.1342 1.7801
H -2.9585 0.8278 3.0688
C 0.0729 -0.3619 5.4458
C -1.3818 -0.9506 5.3551
O -2.1081 -0.6348 4.1683
H 0.1494 0.7240 5.3507
H 0.6517 -0.8412 4.6457
H 0.4564 -0.6637 6.4026
H -2.0448 -0.6329 6.1275
H -1.2857 -2.0397 5.3933
H -1.4206 -0.7874 3.4532
C -3.3156 -2.0992 0.2126
C -2.5135 -1.3900 -0.8031
O -1.3626 -2.1686 -1.2118
H -3.4931 -3.1163 -0.1359
H -4.2417 -1.6098 0.3554
H -2.8180 -2.1297 1.1816
H -2.2219 -0.4544 -0.3222
H -3.0506 -1.0826 -1.6955
H -0.7043 -2.0374 -0.5134
C 3.8193 -1.5046 2.8470
C 4.4433 -1.4633 1.4873
O 3.7385 -0.5125 0.6155
H 2.7833 -1.8014 2.8240
H 3.8787 -0.5248 3.2906
H 4.2929 -2.2289 3.4536
H 4.3971 -2.4368 0.9545
H 5.4567 -1.0519 1.4795
H 2.8548 -0.8801 0.6463
C 2.6568 -3.1905 -2.2859
C 2.5135 -4.5637 -2.9290
O 1.4047 -4.6355 -3.8240
H 2.8906 -2.3318 -2.9785
H 3.4539 -3.1999 -1.4914
H 1.6716 -2.9274 -1.8412
H 2.3081 -5.3227 -2.1756
H 3.4346 -4.7478 -3.4791
H 0.9640 -3.7892 -3.8966

Calculated values
energy relative to the best compared isomer or geometry (same formula, charge and spin) = 0.000 eV
LUMO energy = 2.7 eV
2S+1 = 1
HOMO level = -6.37 eV
orbital gap = 9.063 eV
charge = -1
F_max = 0.0499 hartree/bohr

Löwdin population analysis, charges in e, atoms 1 to 2: atom 1 (N): -0.585, atom 2 (O): -0.047

***

> 2S+1 of number 1 (C20H56BN2O10S8)?

1